Formula: C29H29As2F5N3O4RuS2
Source: OMol25
Level of theory: wB97M-V/def2-TZVPD

Atoms and positions in Å:
Ru: 0.32 -0.52 0.28
O: 4.23 -0.20 -1.08
C: 3.08 -0.01 -0.69
N: 2.28 -0.89 -0.07
C: 2.61 -2.28 -0.34
C: 1.61 -2.83 -1.31
C: 1.70 -4.12 -1.80
C: 0.78 -4.56 -2.73
C: -0.21 -3.68 -3.16
C: -0.26 -2.43 -2.59
N: 0.63 -1.99 -1.68
C: 2.38 1.24 -1.10
C: 3.07 2.39 -1.48
C: 2.36 3.40 -2.09
C: 1.01 3.21 -2.36
C: 0.41 2.04 -1.95
N: 1.08 1.08 -1.30
H: 2.62 -2.90 0.56
H: 3.60 -2.33 -0.79
H: 2.49 -4.77 -1.44
H: 0.83 -5.57 -3.13
H: -0.94 -3.97 -3.90
H: -1.03 -1.72 -2.87
H: 4.13 2.44 -1.30
H: 2.86 4.32 -2.39
H: 0.43 3.96 -2.88
H: -0.63 1.84 -2.16
C: -2.63 -3.32 -0.84
As: -2.20 -1.68 0.10
C: -3.21 -2.04 1.72
C: -3.46 -0.42 -0.66
C: -4.65 -0.81 -1.27
C: -5.51 0.15 -1.79
C: -5.17 1.50 -1.69
C: -4.00 1.88 -1.07
C: -3.14 0.92 -0.54
As: -1.52 1.37 0.45
C: -1.45 3.28 0.09
C: -2.23 1.49 2.25
H: -3.59 -3.67 -0.47
H: -1.86 -4.04 -0.59
H: -2.66 -3.17 -1.91
H: -4.19 -2.38 1.41
H: -3.29 -1.13 2.31
H: -2.70 -2.80 2.32
H: -4.91 -1.86 -1.35
H: -6.43 -0.15 -2.26
H: -5.83 2.25 -2.11
H: -3.76 2.93 -0.99
H: -2.28 3.73 0.63
H: -1.53 3.49 -0.97
H: -0.52 3.66 0.46
H: -3.28 1.77 2.20
H: -1.66 2.24 2.78
H: -2.10 0.54 2.76
C: 1.72 -2.40 3.22
S: 0.10 -2.58 2.57
O: -0.58 -3.57 3.38
O: 0.26 -2.96 1.14
O: -0.54 -1.25 2.60
H: 1.63 -1.92 4.19
H: 2.31 -1.78 2.55
H: 2.14 -3.40 3.32
F: 5.49 4.73 1.55
C: 4.49 3.85 1.66
C: 4.76 2.50 1.74
F: 6.03 2.08 1.74
C: 3.72 1.60 1.85
F: 4.06 0.32 2.00
C: 2.38 1.99 1.87
S: 1.08 0.82 2.19
C: 2.16 3.36 1.83
F: 0.93 3.87 1.94
C: 3.19 4.28 1.71
F: 2.92 5.59 1.67

Values from the calculation:
2S+1: 2
E_LUMO (alpha / beta) (eV): -0.77 / -0.68
Frontier orbital gap (alpha / beta) (eV): 6.562 / 7.252
ΔE to the lowest compared entry with this formula, charge and spin (kcal/mol): 78.84